No. 1
DFT (ωB97M-V with the def2-TZVPD basis set) results for a molecular structure, C5H7NS in a non-equilibrium geometry.

The calculation puts the strongest force on any atom at 3.023 eV/Å. As for the calculated total energy: -647.54089 a.u. As for the energy relative to the best compared isomer or geometry (same formula, charge and spin): 72.9 kcal/mol. The LUMO energy is 0.8 eV. The value obtained for the highest occupied orbital energy is -0.339 hartree. The net charge is 0. The calculation puts the HOMO-LUMO gap at 10.0 eV.

Each line ends with the natural charge from an NBO analysis.
Geometry (Å):
1 C 0.001 -0.028 0.079  -0.30
2 C 1.210 0.343 -0.816  -0.20
3 C -0.361 1.426 -0.129  -0.20
4 C -0.868 -0.906 -0.657  -0.03
5 C -1.701 -1.607 -1.158  -0.20
6 H 0.645 -1.802 1.553  0.13
7 H 1.420 -0.426 -1.578  0.20
8 H 2.070 0.597 -0.139  0.19
9 H 1.056 2.336 -1.294  0.35
10 H -1.466 1.658 -0.294  0.20
11 H 0.010 2.097 0.631  0.19
12 H -2.530 -2.200 -1.472  0.24
13 N 0.475 1.510 -1.356  -0.60
14 S 0.362 -0.513 1.760  0.02

No. 2
DFT (ωB97M-V with the def2-TZVPD basis set) results for 5 unconnected molecules or ions with the total composition C35H49BrClIN6O4S in a non-equilibrium geometry.

The calculation puts the strongest force on any atom at 5.431 eV/Å. As for the calculated total energy: -5722.44443 a.u. The LUMO energy is -1.3 eV. The value obtained for the highest occupied orbital energy is -0.306 hartree. The net charge is 0. The calculation puts the HOMO-LUMO gap at 7.0 eV.

Each line ends with the Löwdin charge.
Geometry (Å):
1 C -5.750 0.530 7.075  -0.10
2 C -4.514 0.178 6.134  -0.28
3 C -3.556 1.442 5.974  -0.61
4 Br -2.377 1.495 7.555  0.69
5 C -2.765 1.295 4.636  -0.18
6 N -1.509 0.837 4.672  0.15
7 N -0.908 0.697 3.515  -0.08
8 C 0.491 0.173 3.597  -0.14
9 C 0.536 -1.412 3.548  -0.15
10 C 1.860 -1.857 4.309  -0.19
11 C 3.132 -1.200 3.594  -0.24
12 S 3.850 0.234 4.478  0.38
13 O 3.446 0.306 5.878  -0.34
14 O 5.303 0.039 4.448  -0.37
15 Cl 3.468 2.042 3.544  0.39
16 C -1.366 0.949 2.254  -0.06
17 C -0.587 0.710 0.937  -0.13
18 C 0.352 1.909 0.503  -0.26
19 C 0.934 1.578 -0.948  -0.61
20 I 0.312 3.037 -2.449  0.90
21 C -2.743 1.506 2.126  0.00
22 C -3.400 1.893 0.775  -0.11
23 C -4.799 1.191 0.499  -0.36
24 C -4.718 0.425 -0.900  -0.09
25 C -5.900 2.316 0.343  -0.09
26 C -3.503 1.690 3.390  0.10
27 C -4.963 2.217 3.448  -0.71
28 O -5.919 1.435 3.345  0.01
29 O -5.134 3.469 3.649  -0.02
30 H -5.386 1.252 7.851  0.06
31 H -6.148 -0.402 7.554  0.07
32 H -6.580 0.945 6.447  0.08
33 H -4.837 -0.179 5.122  0.10
34 H -3.978 -0.678 6.631  0.09
35 H -4.199 2.354 5.878  0.11
36 H 0.871 0.452 4.623  0.13
37 H 1.175 0.674 2.873  0.06
38 H 0.462 -1.835 2.517  0.11
39 H -0.316 -1.749 4.207  0.13
40 H 1.992 -2.972 4.332  0.11
41 H 1.815 -1.541 5.391  0.12
42 H 3.941 -1.974 3.514  0.10
43 H 2.819 -0.977 2.535  0.11
44 H 0.091 -0.185 1.065  0.11
45 H -1.234 0.466 0.057  0.12
46 H -0.155 2.904 0.484  0.09
47 H 1.245 1.929 1.195  0.08
48 H 2.044 1.437 -0.938  0.05
49 H 0.500 0.597 -1.282  0.04
50 H -3.609 3.002 0.838  0.14
51 H -2.718 1.779 -0.111  0.09
52 H -5.049 0.413 1.259  0.12
53 H -4.016 0.954 -1.611  0.07
54 H -5.704 0.366 -1.423  0.08
55 H -4.259 -0.592 -0.731  0.08
56 H -5.884 2.736 -0.706  0.09
57 H -6.928 1.941 0.600  0.09
58 H -5.712 3.203 1.016  0.07
59 N 3.634 -5.432 2.662  -0.01
60 C 4.665 -5.462 3.564  -0.14
61 C 4.476 -6.539 4.388  -0.10
62 C 3.287 -7.190 3.967  -0.10
63 C 2.791 -6.487 2.901  -0.15
64 H 3.513 -4.743 1.939  0.12
65 H 5.442 -4.714 3.541  0.11
66 H 5.119 -6.829 5.204  0.10
67 H 2.846 -8.075 4.398  0.10
68 H 1.914 -6.644 2.292  0.10
69 N 3.181 -5.270 -0.995  -0.01
70 C 4.410 -5.660 -1.458  -0.14
71 C 4.556 -5.172 -2.730  -0.11
72 C 3.373 -4.455 -3.047  -0.11
73 C 2.545 -4.530 -1.957  -0.15
74 H 2.805 -5.492 -0.091  0.11
75 H 5.071 -6.250 -0.843  0.11
76 H 5.417 -5.313 -3.364  0.09
77 H 3.154 -3.941 -3.970  0.09
78 H 1.561 -4.125 -1.783  0.10
79 N 0.364 2.304 -7.044  0.00
80 C 0.014 3.003 -5.918  -0.20
81 C -0.913 3.947 -6.280  -0.10
82 C -1.136 3.810 -7.676  -0.10
83 C -0.338 2.788 -8.119  -0.16
84 H 1.030 1.552 -7.076  0.15
85 H 0.454 2.770 -4.959  -0.07
86 H -1.381 4.658 -5.617  0.09
87 H -1.806 4.395 -8.286  0.10
88 H -0.206 2.364 -9.101  0.11
89 N 2.647 3.466 -9.337  0.01
90 C 3.881 3.103 -9.807  -0.14
91 C 4.012 3.600 -11.078  -0.12
92 C 2.814 4.295 -11.385  -0.11
93 C 1.993 4.197 -10.292  -0.15
94 H 2.278 3.233 -8.431  0.11
95 H 4.556 2.523 -9.199  0.10
96 H 4.874 3.480 -11.716  0.09
97 H 2.581 4.809 -12.304  0.09
98 H 1.002 4.582 -10.110  0.10

No. 3
DFT (ωB97M-V with the def2-TZVPD basis set) results for a molecular structure, C34H28N4O4PS2Se2TeW in a non-equilibrium geometry.

The calculation puts the strongest force on any atom at 1.362 eV/Å. As for the calculated total energy: -8107.59351 a.u. As for the energy relative to the best compared isomer or geometry (same formula, charge and spin): 4.6 kcal/mol. The LUMO energy (spin up / spin down) is -6.9 / -7.6 eV. The value obtained for the highest occupied orbital energy (spin up / spin down) is -0.497 / -0.497 hartree. The multiplicity is 2. The net charge is +2. The calculation puts the HOMO-LUMO gap (spin up / spin down) at 6.6 / 5.9 eV.

Each line ends with the Löwdin spin population.
Geometry (Å):
1 W 1.218 -0.319 -0.556  0.00
2 Se 1.520 -0.834 -2.728  0.00
3 P 0.122 -2.386 0.359  0.00
4 Se 2.264 -2.263 0.689  0.00
5 C -0.782 -2.309 1.910  0.00
6 C -0.185 -1.985 3.125  0.00
7 C -0.961 -1.937 4.272  0.00
8 C -2.324 -2.200 4.210  0.00
9 C -2.920 -2.524 2.997  0.00
10 C -2.150 -2.583 1.846  0.00
11 C -0.285 -3.887 -0.520  0.00
12 C -0.903 -3.825 -1.765  0.00
13 C -1.246 -5.001 -2.418  0.00
14 C -0.975 -6.222 -1.820  0.00
15 C -0.362 -6.279 -0.572  0.00
16 C -0.017 -5.114 0.088  0.00
17 H 0.879 -1.791 3.176  0.00
18 H -0.497 -1.714 5.224  0.00
19 H -2.922 -2.167 5.111  0.00
20 H -3.978 -2.742 2.950  0.00
21 H -2.617 -2.860 0.907  0.00
22 H -1.109 -2.867 -2.229  0.00
23 H -1.725 -4.962 -3.387  0.00
24 H -1.242 -7.141 -2.326  0.00
25 H -0.153 -7.236 -0.115  0.00
26 H 0.457 -5.162 1.062  0.00
27 O 0.775 0.463 1.276  0.00
28 N 0.741 1.762 1.623  0.00
29 C 0.456 2.041 2.915  0.00
30 C 0.406 3.343 3.323  0.00
31 C 0.660 4.351 2.387  0.00
32 C 0.953 4.032 1.082  0.00
33 C 0.990 2.692 0.683  0.00
34 S 1.303 2.168 -0.929  0.00
35 H 0.282 1.174 3.535  0.00
36 H 0.176 3.568 4.353  0.00
37 H 0.627 5.389 2.689  0.00
38 H 1.155 4.795 0.345  0.00
39 O -6.051 3.874 2.435  0.33
40 S -7.124 3.806 1.463  -0.06
41 O -8.053 2.746 1.835  0.41
42 O -7.825 5.059 1.306  0.35
43 C -6.384 3.381 -0.120  -0.01
44 N -7.053 3.790 -1.184  0.00
45 C -6.527 3.446 -2.355  0.00
46 C -5.351 2.713 -2.451  0.00
47 C -4.742 2.348 -1.260  0.00
48 N -5.270 2.679 -0.082  0.00
49 C -3.468 1.576 -1.188  0.00
50 C -2.663 1.333 -2.294  0.00
51 C -1.456 0.683 -2.132  0.00
52 N -1.013 0.245 -0.944  0.00
53 C -1.819 0.434 0.117  0.00
54 C -3.029 1.085 0.038  0.00
55 H -7.063 3.763 -3.241  0.00
56 H -4.958 2.440 -3.419  0.00
57 H -2.939 1.654 -3.288  0.00
58 H -0.815 0.507 -2.982  0.00
59 H -1.474 0.050 1.065  0.00
60 H -3.632 1.219 0.924  0.00
61 C 4.814 1.464 -1.714  0.00
62 Te 3.854 0.415 -0.126  0.00
63 C 5.032 -1.190 -0.887  0.00
64 C 6.311 -0.479 -1.240  0.00
65 C 7.561 -1.073 -1.165  0.00
66 C 8.691 -0.345 -1.511  0.00
67 C 8.576 0.978 -1.916  0.00
68 C 7.329 1.583 -1.978  0.00
69 C 6.194 0.853 -1.654  0.00
70 H 4.803 2.531 -1.509  0.00
71 H 4.262 1.261 -2.634  0.00
72 H 4.491 -1.544 -1.768  0.00
73 H 5.138 -2.005 -0.178  0.00
74 H 7.656 -2.101 -0.837  0.00
75 H 9.667 -0.807 -1.451  0.00
76 H 9.461 1.543 -2.173  0.00
77 H 7.242 2.619 -2.280  0.00

No. 4
DFT (ωB97M-V with the def2-TZVPD basis set) results for 4 unconnected molecules or ions with the total composition C38H51BFO8 in a non-equilibrium geometry.

The calculation puts the strongest force on any atom at 1.036 eV/Å. As for the calculated total energy: -2205.34956 a.u. The LUMO energy is 2.2 eV. The value obtained for the highest occupied orbital energy is -0.203 hartree. The net charge is -1. The calculation puts the HOMO-LUMO gap at 7.7 eV.

Each line ends with the Löwdin charge.
Geometry (Å):
1 C 0.203 3.654 0.729  0.10
2 C -0.486 2.989 0.010  -0.10
3 C -1.292 2.223 -0.938  -0.07
4 C -1.283 2.739 -2.386  -0.35
5 C -1.375 4.262 -2.462  -0.08
6 C -2.642 4.812 -1.832  -0.10
7 O -2.294 5.635 -0.679  -0.01
8 C -3.056 5.499 0.406  -0.56
9 C -2.305 5.729 1.683  0.01
10 O -4.233 5.230 0.384  0.09
11 O -2.486 2.220 -2.918  0.05
12 B -2.357 2.150 -4.392  -0.90
13 O -3.016 3.368 -4.989  0.02
14 C -3.051 0.833 -5.061  -0.06
15 C -4.559 0.835 -5.019  -0.24
16 F -5.030 0.851 -3.702  -0.06
17 O -0.883 2.217 -4.591  0.07
18 C -0.211 2.150 -3.370  -0.41
19 C 1.080 2.952 -3.616  -0.04
20 C 2.398 2.524 -2.942  -0.08
21 C 2.533 2.689 -1.451  -0.50
22 O 2.427 1.800 -0.664  0.13
23 O 2.828 3.976 -1.034  0.06
24 O 0.013 0.817 -2.965  -0.04
25 C 0.705 -0.023 -3.865  -0.19
26 C -0.045 -1.318 -4.107  -0.30
27 C 0.826 -2.182 -5.038  -0.06
28 C -0.414 -2.082 -2.804  -0.37
29 C -1.883 -1.872 -2.449  -0.06
30 C 0.479 -1.768 -1.605  -0.06
31 H 0.813 4.243 1.365  0.04
32 H -2.330 2.275 -0.613  0.13
33 H -1.002 1.176 -0.897  0.11
34 H -1.385 4.548 -3.509  0.12
35 H -0.517 4.764 -2.009  0.12
36 H -3.353 4.043 -1.553  0.13
37 H -3.147 5.461 -2.542  0.13
38 H -1.774 4.818 1.950  0.06
39 H -3.016 5.973 2.465  0.08
40 H -1.567 6.519 1.572  0.08
41 H -2.457 3.712 -5.691  0.06
42 H -2.725 -0.084 -4.564  0.07
43 H -2.741 0.809 -6.111  0.11
44 H -4.961 -0.079 -5.474  0.10
45 H -4.974 1.689 -5.555  0.10
46 H 1.279 2.888 -4.683  0.12
47 H 0.901 4.002 -3.401  0.11
48 H 2.656 1.493 -3.153  0.10
49 H 3.169 3.147 -3.404  0.12
50 H 3.608 4.263 -1.525  0.10
51 H 0.874 0.469 -4.825  0.14
52 H 1.692 -0.268 -3.460  0.11
53 H -0.960 -1.097 -4.651  0.12
54 H 0.550 -3.231 -4.984  0.07
55 H 0.701 -1.870 -6.076  0.07
56 H 1.883 -2.055 -4.796  0.07
57 H -0.292 -3.146 -3.024  0.12
58 H -2.498 -2.158 -3.304  0.08
59 H -2.171 -2.527 -1.626  0.07
60 H -2.104 -0.830 -2.223  0.08
61 H 0.227 -0.781 -1.223  0.07
62 H 0.267 -2.476 -0.803  0.07
63 H 1.540 -1.745 -1.843  0.07
64 C 2.567 -3.436 3.237  -0.11
65 C 2.178 -4.757 3.408  -0.12
66 C 2.094 -5.606 2.313  -0.10
67 C 2.401 -5.131 1.045  -0.09
68 C 2.790 -3.810 0.874  -0.09
69 C 2.872 -2.961 1.969  -0.08
70 H 2.618 -2.772 4.091  0.09
71 H 1.931 -5.124 4.397  0.10
72 H 1.780 -6.633 2.446  0.10
73 H 2.328 -5.788 0.188  0.10
74 H 3.018 -3.436 -0.115  0.10
75 H 3.162 -1.927 1.832  0.11
76 C 4.221 -0.682 8.476  -0.10
77 C 3.836 -1.954 8.076  -0.10
78 C 4.062 -2.369 6.772  -0.10
79 C 4.679 -1.515 5.868  -0.10
80 C 5.065 -0.243 6.268  -0.09
81 C 4.835 0.174 7.571  -0.10
82 H 4.041 -0.356 9.492  0.10
83 H 3.357 -2.621 8.781  0.10
84 H 3.758 -3.360 6.457  0.10
85 H 4.856 -1.841 4.851  0.10
86 H 5.544 0.423 5.562  0.10
87 H 5.130 1.168 7.882  0.10
88 C -3.305 -2.412 3.673  -0.09
89 C -3.672 -3.215 4.745  -0.10
90 C -2.799 -4.187 5.215  -0.11
91 C -1.559 -4.353 4.615  -0.10
92 C -1.191 -3.550 3.544  -0.08
93 C -2.066 -2.581 3.072  -0.08
94 H -3.986 -1.656 3.305  0.10
95 H -4.638 -3.082 5.215  0.10
96 H -3.087 -4.816 6.048  0.09
97 H -0.876 -5.110 4.981  0.09
98 H -0.224 -3.678 3.077  0.08
99 H -1.781 -1.956 2.235  0.11